(1)
Formula: C24H22F4N7Ru
Source: the Open Molecules 2025 dataset
Level of theory: the ωB97M-V functional and the def2-TZVPD basis

Results
- spin multiplicity = 6
- expectation value of S² = 8.827
- charge = +2
- F_max (eV/A) = 1.493
- gap between HOMO and LUMO (spin up / spin down) (Eh) = 0.239 / 0.208

Each line ends with the natural charge from an NBO analysis.
Cartesian coordinates (Å):
Ru 0.16497 0.49746 -0.26045  1.269
N 0.18828 -3.29749 -2.57284  -0.505
C -0.18973 -2.35579 -1.72323  0.360
N 0.52138 -1.28970 -1.44722  -0.587
C 1.80697 -1.18496 -2.02819  0.325
N 2.57357 -0.18850 -1.69221  -0.236
N 2.02603 0.70539 -0.89956  -0.339
C 2.76533 1.67761 -0.27867  0.062
C 2.08096 2.46276 0.64402  0.097
C 2.70592 3.46868 1.41891  -0.179
C 1.96474 4.20072 2.30486  -0.145
C 0.58189 3.96028 2.40690  -0.199
C 0.01640 2.97422 1.63466  0.040
N 0.72013 2.21357 0.78127  -0.519
C 2.26620 -2.18077 -2.97277  -0.133
C 3.49704 -2.10815 -3.62366  -0.139
C 3.83939 -3.07085 -4.55358  -0.176
C 2.96766 -4.11899 -4.84264  -0.148
C 1.75134 -4.21739 -4.19385  -0.242
C 1.40523 -3.25014 -3.26358  0.206
H -0.42634 -4.08113 -2.74298  0.441
H -1.14195 -2.49764 -1.22967  0.218
H 3.81733 1.79080 -0.50149  0.245
H 3.76712 3.62815 1.28701  0.249
H 2.43222 4.96412 2.91168  0.252
H -0.04361 4.53593 3.07340  0.244
H -1.05236 2.80522 1.67930  0.202
H 4.17077 -1.29725 -3.38826  0.249
H 4.78875 -3.00767 -5.06689  0.245
H 3.24094 -4.86183 -5.57897  0.246
H 1.07942 -5.04111 -4.40489  0.234
C -1.85371 2.37378 -1.55918  -0.440
N -1.84317 0.90145 -1.54998  -0.448
C -1.87758 0.40990 -2.93093  -0.414
C -2.94134 0.33191 -0.75950  -0.231
C -2.75307 0.54387 0.73742  -0.274
N -1.39546 0.19660 1.12316  -0.398
C -1.07604 0.05647 2.43154  -0.001
C 0.17758 -0.51378 2.77026  0.371
F 0.97919 -0.88644 1.76056  -0.299
C 0.59443 -0.70529 4.06163  0.333
F 1.77623 -1.25195 4.28830  -0.266
C -0.21869 -0.32457 5.12062  -0.236
C -1.44369 0.25618 4.83829  0.335
F -2.22350 0.65815 5.82545  -0.263
C -1.87484 0.44156 3.53900  0.379
F -3.03903 1.04648 3.34233  -0.283
H -2.67432 2.76176 -2.17238  0.223
H -0.91993 2.74409 -1.98587  0.226
H -1.96330 2.77253 -0.55271  0.208
H -2.77861 0.75412 -3.44912  0.216
H -1.87609 -0.67706 -2.94778  0.201
H -1.00750 0.77822 -3.47345  0.226
H -2.96662 -0.74100 -0.95660  0.207
H -3.90334 0.75699 -1.06511  0.228
H -3.47718 -0.07853 1.26778  0.249
H -2.98210 1.57722 1.01428  0.231
H 0.09477 -0.47576 6.14517  0.283

(2)
Formula: C24H23BClF9N6O4STi
Source: the Open Molecules 2025 dataset
Level of theory: the ωB97M-V functional and the def2-TZVPD basis

Results
- charge = -2
- F_max (eV/A) = 1.306
- gap between HOMO and LUMO (Eh) = 0.185
- energy above the lowest of the compared OMol25 structures with the same formula, charge and spin (kcal/mol) = 18.2

Each line ends with the natural charge from an NBO analysis.
Cartesian coordinates (Å):
Ti 0.12470 0.13128 -0.82171  1.828
C -0.39242 2.94946 3.66189  -0.611
C 0.81239 2.02855 3.80063  -0.215
N 1.40861 1.69845 2.50808  -0.458
C 2.70115 2.35216 2.35573  -0.196
C 3.31051 2.21152 0.97056  -0.622
C 1.46575 0.26058 2.24656  -0.238
C 0.09661 -0.39459 2.16715  -0.243
N -0.78065 0.19869 1.14270  -0.722
C -2.10804 0.02395 1.28690  0.117
C -2.99476 0.66721 0.38003  0.283
F -2.44821 1.38922 -0.62459  -0.305
C -4.36222 0.60157 0.45386  0.333
F -5.09119 1.28461 -0.45740  -0.327
C -5.01634 -0.12925 1.42962  -0.431
C -4.19153 -0.80946 2.30110  0.349
F -4.75728 -1.58825 3.25359  -0.330
C -2.81334 -0.76931 2.24066  0.229
F -2.17483 -1.58607 3.11061  -0.320
H -0.85539 3.14735 4.63291  0.189
H -1.13610 2.48971 3.00873  0.221
H -0.10188 3.90568 3.22010  0.194
H 0.51144 1.11806 4.32389  0.188
H 1.56766 2.49751 4.44769  0.165
H 3.41478 1.98012 3.11816  0.145
H 2.55149 3.41623 2.57258  0.172
H 2.57424 2.44631 0.20118  0.232
H 3.67423 1.20450 0.77425  0.234
H 4.15147 2.90277 0.87306  0.190
H 2.03377 -0.27227 3.03195  0.171
H 2.02075 0.06778 1.33240  0.258
H -0.37596 -0.31941 3.14615  0.177
H 0.26797 -1.46002 1.97583  0.228
H -6.09154 -0.18106 1.49006  0.227
B 0.26350 2.37320 -3.63388  0.186
N -0.72005 1.17225 -3.75125  -0.262
C -1.51907 0.87283 -4.77863  -0.015
C -2.19037 -0.30566 -4.49667  -0.361
C -1.72695 -0.66908 -3.23443  -0.015
N -0.84782 0.23455 -2.79700  -0.364
N 0.01933 3.07446 -2.27011  -0.276
C -0.00572 4.39193 -2.03049  -0.028
C -0.04789 4.59248 -0.66134  -0.370
C -0.04851 3.30068 -0.12752  -0.039
N -0.00691 2.40555 -1.10807  -0.336
H -0.02071 3.16026 -4.51218  -0.071
H 1.40339 1.98480 -3.70709  -0.036
H -1.55100 1.52456 -5.63512  0.209
H -2.89934 -0.82681 -5.11558  0.213
H -1.95564 -1.53243 -2.62971  0.235
H 0.01407 5.08460 -2.85493  0.206
H -0.07847 5.52802 -0.12982  0.209
H -0.06057 2.95548 0.89461  0.250
O 2.87897 -2.61851 0.93075  -0.945
Cl 3.07991 -2.87627 -0.58466  0.960
O 4.46801 -3.50807 -0.89898  -0.953
O 1.70534 0.20356 -0.88434  -0.829
O -0.22926 -1.79491 -0.80717  -1.013
F 3.13929 -6.92667 -1.76706  -0.293
C 2.14604 -6.07788 -1.50011  0.317
C 1.67398 -5.94844 -0.21038  0.240
F 2.22474 -6.66882 0.77062  -0.297
C 0.63796 -5.06864 0.04856  0.440
F 0.22154 -4.96378 1.30670  -0.300
C 0.03431 -4.32913 -0.96454  -0.408
S -1.15062 -3.07903 -0.58461  0.588
C 0.52947 -4.49109 -2.25415  0.419
F 0.01198 -3.79514 -3.26991  -0.306
C 1.57618 -5.34630 -2.52792  0.233
F 2.03505 -5.49610 -3.77849  -0.302

(3)
Formula: C24H23BClN16RuSe
Source: the Open Molecules 2025 dataset
Level of theory: the ωB97M-V functional and the def2-TZVPD basis

Results
- charge = +1
- F_max (eV/A) = 0.885
- gap between HOMO and LUMO (spin up / spin down) (Eh) = 0.204 / 0.204
- energy above the lowest of the compared OMol25 structures with the same formula, charge and spin (kcal/mol) = 22.3

Each line ends with the natural charge from an NBO analysis.
Cartesian coordinates (Å):
Ru -0.30361 0.12641 0.05536  0.818
C 0.91740 -2.98243 2.68086  -0.330
C 0.94560 -2.37573 1.42722  -0.014
N -0.09133 -1.55763 1.28805  -0.247
N -0.80859 -1.61979 2.42994  -0.320
C -0.20804 -2.46144 3.28769  0.006
B -2.06396 -0.71950 2.62930  0.924
N -1.57862 0.73138 2.82190  -0.332
C -1.72344 1.65600 3.78196  0.038
C -0.96551 2.76087 3.43975  -0.350
C -0.36954 2.42437 2.22841  0.018
N -0.73287 1.19555 1.86938  -0.291
N -2.88944 -0.71551 1.30933  -0.322
C -4.16148 -1.07799 1.11826  0.034
C -4.49268 -0.83915 -0.20355  -0.342
C -3.33871 -0.30983 -0.76384  -0.005
N -2.37355 -0.22709 0.15770  -0.294
N -2.92381 -1.26133 3.73969  -0.396
C -3.27893 -2.56024 3.94219  -0.048
C -4.28846 -2.58092 4.86646  -0.340
C -4.50639 -1.22202 5.16994  -0.036
N -3.69985 -0.43459 4.48566  -0.286
H 1.60885 -3.69815 3.08647  0.243
H 1.65174 -2.48246 0.61844  0.222
H -0.62385 -2.63910 4.26394  0.243
H -2.36761 1.46224 4.62073  0.264
H -0.85315 3.67426 3.99474  0.245
H 0.32605 2.97817 1.62045  0.237
H -4.75336 -1.45796 1.93428  0.244
H -5.43734 -1.01695 -0.68453  0.247
H -3.15295 0.01378 -1.77426  0.239
H -2.80257 -3.36362 3.40616  0.226
H -4.79383 -3.44094 5.26784  0.240
H -5.21465 -0.79242 5.85992  0.218
Se 5.57529 0.65564 0.37078  1.244
N 6.17582 -0.55876 -0.70549  -0.557
C 5.19742 -1.26773 -1.23877  0.056
C 5.37737 -2.34780 -2.15167  -0.109
C 4.26197 -2.96237 -2.60738  -0.254
C 2.98366 -2.51363 -2.15286  0.150
N 2.76937 -1.53296 -1.31467  -0.450
C 3.86996 -0.90353 -0.85926  0.367
N 3.83941 0.12393 0.00667  -0.530
H 6.37521 -2.63830 -2.44856  0.255
H 4.31985 -3.78535 -3.30446  0.251
H 2.09031 -3.01206 -2.51662  0.218
C -2.46186 4.75317 -2.03686  -0.405
N -1.45698 3.73233 -1.76857  -0.314
C -0.15570 3.72874 -2.20530  -0.064
C 0.40793 2.59168 -1.72049  -0.067
N -0.53552 1.90614 -0.99743  -0.427
C -1.64255 2.61912 -1.04287  0.213
H -1.98605 5.57287 -2.56708  0.228
H -2.87329 5.12834 -1.10268  0.224
H -3.25915 4.34569 -2.65460  0.222
H 0.24410 4.51791 -2.81580  0.235
H 1.40724 2.21914 -1.84564  0.229
H -2.57336 2.36321 -0.56610  0.230
Cl -1.03496 -0.15647 -3.23348  -0.093
C -0.42334 -0.95265 -1.74010  -0.518
H 0.60476 -1.21940 -1.95983  0.228
H -1.01689 -1.85222 -1.59435  0.209
N 1.49320 0.40581 0.06661  -0.362
C 2.61734 0.77794 0.53322  0.534
N 2.71736 1.75070 1.42605  -0.641
C 3.86727 2.10222 1.92313  0.407
N 4.89837 2.41418 2.36574  -0.460

(4)
Formula: C24H23BrCaF5NO8P2STe
Source: the Open Molecules 2025 dataset
Level of theory: the ωB97M-V functional and the def2-TZVPD basis

Results
- charge = -2
- F_max (eV/A) = 2.513
- gap between HOMO and LUMO (Eh) = 0.179
- energy above the lowest of the compared OMol25 structures with the same formula, charge and spin (kcal/mol) = 8.1

Each line ends with the natural charge from an NBO analysis.
Cartesian coordinates (Å):
Ca -0.89691 -0.60707 0.58857  1.776
F -7.27400 -4.13835 1.44905  -0.331
C -5.97451 -3.73120 1.62907  0.263
C -5.45701 -2.63023 0.96813  0.243
F -6.24947 -1.89584 0.11385  -0.318
C -4.11776 -2.24564 1.17253  0.288
F -3.64622 -1.21131 0.38911  -0.317
C -3.28182 -2.88552 2.07756  -0.239
S -1.58404 -2.65411 2.46964  -0.456
C -3.91399 -3.94599 2.74313  0.300
F -3.18277 -4.55826 3.66156  -0.300
C -5.19337 -4.40352 2.54190  0.238
F -5.65576 -5.49947 3.20196  -0.314
N -1.29383 4.46774 2.51397  -0.752
C -1.81257 3.60110 1.38358  -0.631
C -2.92684 4.27488 0.60248  -0.616
P -2.50348 2.19055 2.36927  2.390
O -4.11052 2.24816 2.03973  -1.030
O -2.30901 2.58172 3.79921  -1.128
O -2.05742 0.87776 1.80825  -1.217
P -0.25004 3.22889 0.35882  2.384
O -0.41522 4.06004 -0.98603  -1.022
O -0.17415 1.79207 -0.06777  -1.183
O 0.77540 3.91494 1.21316  -1.153
H -1.62342 3.94603 3.38520  0.466
H -1.58666 5.42599 2.49595  0.387
H -0.27253 4.43684 2.34001  0.471
H -3.71733 4.50139 1.30016  0.213
H -3.29487 3.64048 -0.19510  0.241
H -2.60367 5.22247 0.14594  0.203
H -4.42047 1.51357 1.50616  0.512
H -0.55172 3.43971 -1.72908  0.514
Br -3.71136 2.39579 -5.67500  -0.007
C -2.11300 1.55238 -5.03035  -0.076
C -1.01623 1.36415 -5.86937  -0.260
C 0.11535 0.72659 -5.36368  -0.211
C 0.06290 0.20708 -4.09251  -0.181
C -1.07446 0.33159 -3.32942  -0.112
C -2.20111 1.01925 -3.74969  -0.212
C -1.13242 -0.33435 -1.98162  0.743
O -0.05245 -0.67399 -1.48431  -0.777
O -2.23186 -0.39345 -1.37898  -0.783
H -1.02742 1.78019 -6.90180  0.217
H 1.02781 0.61420 -5.94913  0.211
H 0.84123 -0.36190 -3.61486  0.253
H -3.03755 1.14520 -3.07926  0.258
C 7.56702 -1.50540 -1.17634  -0.620
C 6.32182 -1.64814 -0.28691  -0.044
C 6.13895 -0.82474 0.80377  -0.277
C 4.96133 -0.77196 1.54099  0.073
C 4.89662 0.21505 2.69979  -0.656
C 3.86401 -1.64295 1.25288  -0.248
Te 1.99770 -1.57485 2.29329  -0.488
C 4.10413 -2.58547 0.19732  -0.044
C 3.04856 -3.59534 -0.16494  -0.637
C 5.29621 -2.54277 -0.56050  -0.245
H 7.60229 -0.53017 -1.63041  0.202
H 7.51949 -2.20186 -2.00581  0.199
H 8.49781 -1.62546 -0.64547  0.197
H 6.89487 -0.07992 1.03416  0.176
H 5.82437 0.79637 2.70419  0.179
H 4.72342 -0.29843 3.64849  0.222
H 4.06281 0.91271 2.58317  0.237
H 2.10312 -3.12405 -0.44117  0.241
H 2.81926 -4.23278 0.68249  0.227
H 3.44305 -4.19165 -0.99021  0.180
H 5.43976 -3.27877 -1.32875  0.180

Question: Among the records above, which one has the highest charge?
Answer: C24H22F4N7Ru

Question: Look up the charge of the fourth one.
Answer: -2

Question: Among the records above, which one has the highest charge?
Answer: C24H22F4N7Ru

Question: Among the records above, which one has the highest F_max?
Answer: C24H23BrCaF5NO8P2STe